[1]
Formula: C32H35LiN10O4S2
Source: OMol25
Level of theory: ωB97M-V/def2-TZVPD

```
! RIJCOSX wB97M-V def2-TZVPD def2/J DEFGRID3
* xyz 0 1
Li 13.644 11.192 12.559
N 17.373 9.653 11.703
C 18.527 10.380 12.067
C 19.751 9.757 12.238
C 20.883 10.449 12.625
C 20.803 11.780 12.848
C 19.588 12.462 12.714
C 18.452 11.737 12.343
S 16.810 12.479 12.293
N 15.764 11.162 12.502
C 16.121 9.985 12.148
C 15.253 8.784 12.475
C 15.511 7.466 12.061
C 14.681 6.468 12.506
C 13.705 6.801 13.449
C 13.466 8.117 13.769
N 14.259 9.103 13.308
H 17.556 8.681 11.503
H 19.865 8.697 12.124
H 21.819 9.929 12.712
H 21.667 12.336 13.194
H 19.518 13.530 12.866
H 16.294 7.232 11.322
H 14.796 5.471 12.134
H 13.119 6.010 13.880
H 12.676 8.376 14.463
C 8.195 12.965 13.630
N 8.783 13.107 12.281
C 8.510 12.234 11.113
C 9.697 12.558 10.205
O 9.863 12.123 9.093
N 10.551 13.374 10.885
C 9.970 13.663 12.045
N 10.557 14.491 12.898
H 7.253 12.388 13.512
H 8.024 13.991 13.946
H 8.860 12.428 14.314
H 7.563 12.491 10.658
H 8.499 11.192 11.386
H 11.512 14.727 12.763
H 10.206 14.570 13.821
C 8.653 8.737 12.547
N 9.909 9.218 11.959
C 10.299 8.747 10.763
C 11.464 9.181 10.232
C 12.275 10.086 11.038
O 13.440 10.370 10.690
N 11.813 10.531 12.211
C 10.675 10.124 12.750
O 10.235 10.447 13.851
H 8.156 8.187 11.748
H 8.073 9.605 12.793
H 8.847 8.135 13.435
H 9.627 8.100 10.264
H 11.841 8.820 9.282
C 15.137 10.871 8.022
C 15.027 12.113 8.912
C 13.647 12.788 8.790
N 13.267 13.663 9.907
C 13.968 14.572 10.567
S 13.706 15.040 12.133
N 14.984 15.230 9.867
C 15.069 15.318 8.505
O 16.159 15.243 7.923
C 13.845 15.690 7.728
C 12.708 16.267 8.288
C 11.614 16.608 7.518
C 11.588 16.316 6.154
C 12.716 15.769 5.577
C 13.876 15.493 6.326
H 16.130 10.430 8.167
H 15.100 11.204 7.014
H 14.302 10.205 8.230
H 15.762 12.831 8.560
H 15.204 11.919 9.958
H 12.909 12.000 8.856
H 13.466 13.340 7.870
H 12.426 13.460 10.381
H 15.841 15.350 10.364
H 12.708 16.465 9.342
H 10.761 17.103 7.955
H 10.696 16.524 5.554
H 12.727 15.586 4.501
H 14.773 15.073 5.857
*
```

## Properties
* Kohn-Sham gap: 7.680 eV
* HOMO energy: -7.88 eV
* largest force on an atom: 2.54 eV/Å
* energy above the lowest of the compared OMol25 structures with the same formula, charge and spin: 1.0559 eV

=====

[2]
Formula: C22H33F3FeO22
Source: OMol25
Level of theory: ωB97M-V/def2-TZVPD

```
! RIJCOSX wB97M-V def2-TZVPD def2/J DEFGRID3
* xyz 1 6
Fe -2.257 2.115 -1.682
C -3.253 5.189 0.553
C -2.877 3.901 -0.120
O -3.674 2.993 -0.471
O -1.701 3.721 -0.587
H -3.283 6.005 -0.165
H -2.489 5.381 1.309
H -4.185 5.166 1.113
C -0.339 -1.031 -0.063
C -1.045 0.085 -0.737
O -0.864 0.521 -1.898
O -1.897 0.819 -0.111
H 0.385 -1.448 -0.761
H -1.045 -1.847 0.110
H 0.156 -0.737 0.856
C 5.418 -2.987 2.213
C 5.178 -4.175 1.305
O 4.002 -3.790 0.648
C 3.323 -2.939 1.478
O 2.234 -2.491 1.311
O 4.064 -2.612 2.541
F 4.947 -5.308 2.028
H 5.942 -2.210 1.658
H 5.897 -3.241 3.153
H 6.082 -4.309 0.711
C 3.296 -0.010 -4.436
C 2.469 -1.069 -3.695
O 1.845 -0.332 -2.687
C 2.593 0.785 -2.439
O 2.494 1.455 -1.472
O 3.290 1.104 -3.539
F 3.376 -1.945 -3.130
H 2.865 0.330 -5.376
H 4.304 -0.383 -4.593
H 1.834 -1.666 -4.346
C -3.991 -0.377 3.859
C -3.875 0.462 2.571
O -3.751 1.775 3.019
C -4.234 1.891 4.276
O -4.462 2.911 4.839
O -4.482 0.682 4.754
F -4.937 0.262 1.739
H -3.055 -0.773 4.242
H -4.848 -1.038 3.922
H -2.979 0.339 1.964
C 0.508 5.340 -2.242
O 0.676 4.678 -3.486
C 0.160 3.498 -3.680
O -0.443 2.885 -2.804
O 0.368 3.088 -4.903
C 0.001 1.708 -5.121
H 1.046 4.897 -1.402
H -0.556 5.424 -2.042
H 0.980 6.318 -2.314
H 0.314 1.551 -6.150
H -1.083 1.551 -5.168
H 0.341 1.077 -4.305
C 0.449 -0.493 3.737
O 1.057 0.315 4.702
C 0.230 0.865 5.585
O -0.907 0.517 5.766
O 0.764 1.861 6.271
C 2.130 1.774 6.663
H 0.034 -1.440 4.101
H 1.122 -1.002 3.038
H -0.270 0.077 3.150
H 2.204 0.946 7.370
H 2.361 2.669 7.243
H 2.896 1.767 5.889
C -3.271 -3.916 -4.515
O -2.414 -4.819 -3.829
C -1.912 -4.383 -2.670
O -2.416 -3.528 -1.990
O -0.729 -4.926 -2.490
C -0.060 -4.690 -1.276
H -2.649 -3.145 -4.973
H -4.077 -3.438 -3.959
H -3.757 -4.525 -5.275
H 0.435 -3.715 -1.367
H 0.632 -5.492 -1.048
H -0.635 -4.471 -0.370
*
```

## Properties
* Kohn-Sham gap (spin up / spin down): 8.360 / 6.560 eV
* HOMO energy (spin up / spin down): -12.40 / -12.40 eV
* largest force on an atom: 3.36 eV/Å
* energy above the lowest of the compared OMol25 structures with the same formula, charge and spin: 0.8048 eV

=====

[3]
Formula: C27H34AsClN6NaO9
Source: OMol25
Level of theory: ωB97M-V/def2-TZVPD

```
! RIJCOSX wB97M-V def2-TZVPD def2/J DEFGRID3
* xyz -1 1
Na -0.474 0.010 -1.020
C 0.076 -4.604 0.986
C 0.251 -3.352 0.376
N -0.457 -2.285 0.680
C -1.403 -2.405 1.632
C -1.656 -3.612 2.303
C -0.883 -4.731 1.952
C -2.672 -3.676 3.317
C -3.387 -2.584 3.648
C -3.152 -1.327 2.994
C -3.866 -0.166 3.331
C -3.579 1.005 2.682
C -2.587 0.994 1.690
N -1.917 -0.078 1.340
C -2.179 -1.227 1.986
H 0.698 -5.436 0.684
H 1.002 -3.223 -0.394
H -1.056 -5.677 2.453
H -2.845 -4.625 3.811
H -4.150 -2.631 4.416
H -4.627 -0.212 4.101
H -4.098 1.925 2.915
H -2.328 1.907 1.163
O 5.017 -3.724 -2.347
C 4.026 -3.866 -3.200
O 4.069 -4.652 -4.125
C 2.808 -3.042 -2.968
C 1.704 -3.130 -3.790
N 0.794 -2.274 -3.313
N 1.217 -1.620 -2.226
C 2.441 -2.080 -1.990
C 3.200 -1.607 -0.771
O 4.354 -2.075 -0.612
O 2.653 -0.741 -0.059
H 4.774 -3.022 -1.631
H 1.538 -3.742 -4.660
H -0.166 -2.118 -3.614
O -2.016 -1.937 -3.442
Cl -2.425 -0.612 -3.017
O -3.633 -0.239 -3.685
O -2.614 -0.605 -1.578
O -1.356 0.329 -3.314
C 3.377 2.544 -1.814
C 2.284 1.658 -2.381
O 1.287 1.377 -1.418
H 4.153 2.728 -2.561
H 3.841 2.062 -0.951
H 2.967 3.504 -1.492
H 2.715 0.726 -2.766
H 1.779 2.148 -3.217
H 1.711 0.837 -0.720
C -1.980 4.687 -0.461
As -1.771 2.961 -1.391
C -3.605 2.908 -2.084
C -0.890 3.670 -2.986
H -2.515 5.397 -1.094
H -1.003 5.098 -0.210
H -2.539 4.546 0.465
H -3.866 3.860 -2.549
H -4.285 2.714 -1.253
H -3.707 2.099 -2.803
H -1.460 4.497 -3.410
H -0.796 2.869 -3.717
H 0.107 4.013 -2.708
C 2.523 -0.611 4.249
C 1.849 0.437 3.429
C 1.708 1.798 3.595
C 1.060 2.243 2.419
N 0.804 1.229 1.612
N 1.270 0.144 2.251
C 0.658 3.625 2.024
H 2.942 -0.173 5.153
H 3.335 -1.073 3.684
H 1.827 -1.399 4.542
H 2.044 2.386 4.433
H 1.417 -0.684 1.686
H 1.422 4.354 2.300
H -0.279 3.931 2.496
H 0.523 3.657 0.944
*
```

## Properties
* Kohn-Sham gap: 8.302 eV
* HOMO energy: -6.31 eV
* largest force on an atom: 0.79 eV/Å
* energy above the lowest of the compared OMol25 structures with the same formula, charge and spin: 0.8504 eV

=====

[4]
Formula: C32H52As3ClNO3Pt
Source: OMol25
Level of theory: ωB97M-V/def2-TZVPD

```
! RIJCOSX wB97M-V def2-TZVPD def2/J DEFGRID3
* xyz -1 3
Pt -1.281 -0.512 0.391
C 2.186 -1.258 1.440
As 1.037 -0.042 0.428
C 2.033 0.146 -1.226
C 1.676 1.526 1.474
C 1.344 2.974 1.088
C 1.776 3.883 2.248
C -0.181 3.137 0.923
As -0.999 2.581 -0.802
C -2.833 3.003 -0.229
C -0.790 4.327 -1.772
C 2.029 3.422 -0.207
As 3.981 3.483 -0.612
C 4.950 2.356 0.689
C 4.386 5.190 0.303
H 3.238 -1.001 1.294
H 2.009 -2.277 1.111
H 1.943 -1.186 2.502
H 2.232 -0.844 -1.619
H 2.977 0.662 -1.044
H 1.456 0.682 -1.979
H 2.760 1.418 1.543
H 1.283 1.345 2.482
H 1.154 3.695 3.126
H 1.667 4.934 1.972
H 2.816 3.707 2.527
H -0.448 4.190 1.077
H -0.684 2.554 1.703
H -2.951 4.066 -0.012
H -3.074 2.423 0.658
H -3.533 2.727 -1.018
H -0.840 5.172 -1.082
H -1.608 4.426 -2.488
H 0.148 4.375 -2.324
H 1.715 4.454 -0.409
H 1.608 2.825 -1.020
H 4.763 1.297 0.514
H 4.720 2.605 1.725
H 6.015 2.532 0.525
H 3.786 5.991 -0.129
H 5.436 5.449 0.163
H 4.186 5.143 1.372
C -3.905 1.198 3.074
C -3.491 -0.100 3.775
C -1.970 -0.187 3.949
C -4.062 -1.302 3.043
C -4.806 -2.206 3.775
C -5.460 -3.274 3.179
C -5.416 -3.399 1.797
C -4.671 -2.549 1.008
C -4.702 -2.727 -0.497
C -5.097 -1.424 -1.203
C -3.369 -3.254 -1.044
C -3.880 -1.510 1.623
N -3.061 -0.768 0.892
H -3.525 2.069 3.611
H -4.993 1.268 3.018
H -3.513 1.191 2.061
H -3.938 -0.092 4.777
H -1.477 -0.290 2.977
H -1.711 -1.055 4.558
H -1.592 0.712 4.443
H -4.882 -2.076 4.849
H -6.025 -3.975 3.781
H -5.991 -4.185 1.319
H -5.474 -3.477 -0.711
H -4.295 -0.696 -1.091
H -6.008 -1.011 -0.767
H -5.263 -1.604 -2.266
H -2.564 -2.551 -0.836
H -3.431 -3.391 -2.124
H -3.113 -4.210 -0.584
C 2.085 -2.711 -5.274
C 3.181 -2.640 -4.257
C 4.175 -1.675 -4.335
C 5.133 -1.559 -3.341
Cl 6.298 -0.268 -3.410
C 5.139 -2.422 -2.263
C 4.149 -3.386 -2.173
C 3.155 -3.490 -3.141
O 2.165 -4.420 -3.042
C 1.324 -4.387 -1.880
C 0.413 -3.100 -1.754
O 0.002 -2.592 -2.801
O 0.198 -2.749 -0.563
H 2.185 -1.909 -6.004
H 1.137 -2.608 -4.739
H 2.075 -3.676 -5.783
H 4.169 -0.972 -5.157
H 5.897 -2.328 -1.497
H 4.137 -4.055 -1.323
H 1.906 -4.506 -0.961
H 0.670 -5.251 -1.995
*
```

## Properties
* Kohn-Sham gap (spin up / spin down): 6.859 / 6.328 eV
* HOMO energy (spin up / spin down): -4.41 / -4.57 eV
* largest force on an atom: 1.40 eV/Å

=====

[5]
Formula: C8H14N2OsPS
Source: OMol25
Level of theory: ωB97M-V/def2-TZVPD

```
! RIJCOSX wB97M-V def2-TZVPD def2/J DEFGRID3
* xyz 1 5
C 1.763 2.628 -0.352
C 2.765 2.146 0.557
C 2.251 2.265 1.882
C 0.968 2.873 1.795
C 0.665 3.072 0.408
Os 1.050 1.109 0.782
P 1.771 -0.772 -0.423
H 1.806 2.641 -1.427
H 3.739 1.763 0.301
H 2.742 1.903 2.789
H -0.250 3.479 0.005
H 0.422 3.189 2.681
H 1.616 -2.100 0.047
H 3.151 -0.747 -0.851
H 1.114 -0.723 -1.710
S -0.704 -0.224 1.600
C -1.511 -1.169 0.362
N -2.019 -0.700 -0.791
C -2.674 -1.746 -1.559
C -2.447 -2.999 -0.725
N -1.723 -2.498 0.436
H -1.902 0.258 -1.112
H -2.262 -1.845 -2.567
H -3.737 -1.513 -1.648
H -1.875 -3.763 -1.268
H -3.386 -3.448 -0.390
H -1.334 -3.077 1.178
*
```

## Properties
* Kohn-Sham gap (spin up / spin down): 5.049 / 5.697 eV
* HOMO energy (spin up / spin down): -7.64 / -11.78 eV
* largest force on an atom: 12.70 eV/Å

=====

[6]
Formula: H2N5O2
Source: OMol25
Level of theory: ωB97M-V/def2-TZVPD

```
! RIJCOSX wB97M-V def2-TZVPD def2/J DEFGRID3
* xyz -1 3
N -0.296 1.336 1.039
N -0.350 -0.706 0.042
N 0.135 -0.545 -1.164
N -0.754 1.342 2.073
N 1.316 -0.979 -1.496
O -1.372 1.233 3.098
O 1.663 -0.610 -2.620
H 0.260 -1.091 0.718
H -0.600 0.020 -1.690
*
```

## Properties
* Kohn-Sham gap (spin up / spin down): 3.983 / 6.887 eV
* HOMO energy (spin up / spin down): 0.04 / -2.88 eV
* largest force on an atom: 7.78 eV/Å
* energy above the lowest of the compared OMol25 structures with the same formula, charge and spin: 0.6592 eV

=====

[7]
Formula: C4H10NO
Source: OMol25
Level of theory: ωB97M-V/def2-TZVPD

```
! RIJCOSX wB97M-V def2-TZVPD def2/J DEFGRID3
* xyz -1 1
C -0.483 0.025 -1.020
N -0.012 -0.686 0.121
C 1.828 -0.839 0.372
O 2.144 -1.644 1.390
C -1.786 0.904 -0.876
C -1.490 1.899 0.171
H 0.413 0.769 -1.072
H -0.609 -0.474 -1.905
H -0.245 -1.701 0.154
H 2.189 -0.964 -0.658
H 1.872 0.287 0.597
H -2.543 0.161 -0.645
H -2.213 1.422 -1.783
H -0.456 2.374 0.208
H -2.191 2.850 0.176
H -1.699 1.287 1.072
*
```

## Properties
* Kohn-Sham gap: 7.160 eV
* HOMO energy: -3.09 eV
* largest force on an atom: 3.96 eV/Å
* energy above the lowest of the compared OMol25 structures with the same formula, charge and spin: 2.0132 eV

=====

[8]
Formula: C12H48FeO16S
Source: OMol25
Level of theory: ωB97M-V/def2-TZVPD

```
! RIJCOSX wB97M-V def2-TZVPD def2/J DEFGRID3
* xyz 1 6
Fe 2.041 -22.700 19.170
S 4.519 -21.577 19.403
O 3.968 -22.733 18.655
O 3.179 -21.317 19.994
O 5.425 -21.986 20.456
O 5.034 -20.569 18.510
C 3.914 -19.889 15.061
O 3.820 -20.818 16.124
H 3.430 -20.260 14.159
H 3.493 -18.909 15.297
H 4.951 -19.732 14.757
H 4.425 -20.574 16.853
C 7.929 -20.509 16.785
O 7.702 -20.164 18.162
H 7.117 -20.081 16.196
H 8.914 -20.144 16.509
H 7.947 -21.595 16.666
H 6.775 -20.408 18.324
C 6.370 -24.504 16.733
O 5.388 -23.499 16.412
H 6.014 -25.005 17.636
H 6.327 -25.225 15.918
H 7.349 -24.047 16.862
H 4.921 -23.249 17.222
C 0.140 -22.068 22.749
O 1.090 -21.799 21.712
H -0.874 -21.867 22.387
H 0.115 -23.121 23.023
H 0.297 -21.435 23.620
H 1.294 -20.859 21.774
C 1.202 -25.211 17.219
O 2.054 -24.638 18.216
H 1.675 -25.228 16.233
H 1.002 -26.269 17.414
H 0.245 -24.702 17.154
H 2.785 -25.270 18.268
C 1.253 -19.380 18.737
O 0.863 -20.737 19.063
H 0.340 -18.805 18.602
H 1.870 -18.959 19.530
H 1.844 -19.395 17.824
H -0.025 -20.777 19.428
C 4.621 -23.170 23.698
O 4.486 -23.652 22.348
H 4.180 -22.184 23.825
H 4.132 -23.874 24.371
H 5.685 -23.177 23.928
H 4.843 -22.965 21.739
C 7.525 -19.726 22.411
O 6.274 -20.419 22.572
H 7.969 -20.110 21.492
H 7.284 -18.664 22.300
H 8.133 -19.845 23.306
H 6.101 -20.960 21.795
C 5.648 -17.176 19.249
O 4.487 -17.997 19.119
H 6.346 -17.672 19.928
H 6.146 -17.050 18.284
H 5.394 -16.186 19.619
H 4.791 -18.879 18.847
C 0.844 -22.065 16.151
O 1.911 -22.185 17.103
H 0.580 -21.012 16.033
H 1.200 -22.409 15.182
H -0.055 -22.579 16.477
H 2.709 -21.719 16.731
C 7.833 -24.494 20.446
O 8.058 -23.098 20.326
H 7.283 -24.948 19.618
H 8.790 -25.007 20.519
H 7.277 -24.666 21.375
H 7.189 -22.677 20.264
C 2.047 -25.198 21.251
O 2.492 -23.939 20.750
H 1.478 -25.138 22.179
H 1.398 -25.702 20.533
H 2.888 -25.872 21.419
H 3.075 -23.605 21.491
*
```

## Properties
* Kohn-Sham gap (spin up / spin down): 8.102 / 5.737 eV
* HOMO energy (spin up / spin down): -11.61 / -11.61 eV
* largest force on an atom: 3.78 eV/Å